[1]
C4H8O3Pb | ωB97M-V with the def2-TZVPD basis set

Each line ends with the Mulliken charge.
Positions of all 16 atoms, in Å:
1 O 0.46 -0.09 -0.06  -0.11
2 O 0.00 1.80 1.14  -0.43
3 C -0.35 1.07 0.24  0.23
4 O -1.76 0.06 0.64  -0.31
5 C -2.85 0.68 1.27  -0.52
6 C 1.70 0.11 -0.77  0.00
7 C 2.18 -1.23 -1.29  -1.32
8 H -2.61 0.97 2.30  0.30
9 H -3.11 1.59 0.71  0.25
10 H -3.72 0.00 1.26  0.28
11 H 1.51 0.82 -1.58  0.35
12 H 2.41 0.54 -0.05  0.31
13 H 1.42 -1.70 -1.92  0.34
14 H 3.08 -1.07 -1.89  0.37
15 H 2.43 -1.91 -0.46  0.33
16 Pb -0.79 -1.65 0.45  0.94

The value obtained for the total energy is -575.39851 a.u. The multiplicity is 2. The calculation puts the relative energy (zero: lowest compared OMol25 entry of this formula, charge and spin) at 0.151 eV. Its charge is +1. The expectation value of S² is 0.75. The calculation puts the maximum force at 4.79 eV/Å. As for the HOMO-LUMO gap (alpha / beta): 0.24816 / 0.34931 hartree.

=====

[2]
C4H8O3S | ωB97M-V with the def2-TZVPD basis set

Each line ends with the Mulliken charge.
Positions of all 16 atoms, in Å:
1 C 1.97 -2.27 0.40  -0.55
2 C 0.98 -2.31 1.26  0.01
3 C -0.12 2.81 -1.07  -0.90
4 C -1.45 2.38 -1.27  0.24
5 O -0.83 -0.88 1.34  -0.45
6 O -1.45 -3.40 1.38  -0.56
7 O -1.99 1.54 -0.61  -0.48
8 S -0.65 -2.42 0.55  0.51
9 H 2.98 -2.06 0.74  0.24
10 H 1.77 -2.53 -0.65  0.23
11 H 0.91 -2.04 2.42  0.25
12 H 0.15 2.94 -0.01  0.26
13 H 0.27 3.61 -1.68  0.34
14 H 0.67 2.07 -1.37  0.26
15 H -1.88 2.93 -2.17  0.25
16 H -1.32 -0.35 0.74  0.34

The value obtained for the total energy is -781.01093 a.u. The multiplicity is 1. The calculation puts the relative energy (zero: lowest compared OMol25 entry of this formula, charge and spin) at 3.328 eV. Its charge is 0. The calculation puts the maximum force at 4.94 eV/Å. As for the HOMO-LUMO gap: 0.37826 hartree.

=====

[3]
C4H8O5 | ωB97M-V with the def2-TZVPD basis set

Each line ends with the Mulliken charge.
Positions of all 17 atoms, in Å:
1 C -0.67 -0.72 -0.40  -0.04
2 C -0.02 0.33 0.32  1.33
3 C 0.27 1.69 -0.21  -1.39
4 C 1.74 -0.70 -0.35  0.01
5 O -0.79 -0.67 -1.72  -0.43
6 O -0.93 -1.89 0.17  -0.52
7 O 0.19 0.04 1.64  -0.63
8 O -2.06 0.58 0.31  -0.78
9 O 2.47 -0.87 0.60  -0.50
10 H -1.37 -1.39 -2.01  0.40
11 H -0.76 -1.79 1.12  0.45
12 H 1.15 -0.19 1.74  0.47
13 H -2.37 0.30 1.19  0.25
14 H 2.12 -0.83 -1.39  0.35
15 H -0.01 1.76 -1.26  0.30
16 H -0.32 2.41 0.36  0.33
17 H 1.33 1.94 -0.09  0.38

The value obtained for the total energy is -533.26707 a.u. The multiplicity is 1. The calculation puts the relative energy (zero: lowest compared OMol25 entry of this formula, charge and spin) at 4.860 eV. Its charge is 0. The calculation puts the maximum force at 2.99 eV/Å. As for the HOMO-LUMO gap: 0.29629 hartree.

=====

[4]
C4H8O7 | ωB97M-V with the def2-TZVPD basis set

Each line ends with the Mulliken charge.
Positions of all 19 atoms, in Å:
1 C 2.36 -0.90 -0.05  -1.07
2 C 0.90 -1.00 -0.35  0.50
3 O 0.36 -1.97 -0.85  -0.56
4 C 0.10 0.27 -0.01  0.36
5 C 0.13 1.31 -1.12  0.01
6 O 1.43 1.84 -1.25  -0.49
7 O -0.77 2.31 -0.83  -0.56
8 O -1.23 -0.12 0.23  -0.33
9 O -1.10 -0.94 1.42  -0.33
10 H 2.63 0.07 0.37  0.30
11 H 2.64 -1.71 0.64  0.33
12 H 2.92 -1.06 -0.98  0.28
13 H 0.56 0.73 0.87  0.32
14 H -0.21 0.81 -2.04  0.30
15 H 1.43 2.65 -1.79  0.31
16 H -1.62 1.87 -0.59  0.34
17 H -2.04 -1.13 1.55  0.33
18 O -3.88 -2.01 2.47  -0.06
19 O -4.63 -1.03 2.30  0.03

The value obtained for the total energy is -683.62784 a.u. The multiplicity is 1. Its charge is 0. The calculation puts the maximum force at 3.38 eV/Å. As for the HOMO-LUMO gap (alpha / beta): 0.27721 / 0.27612 hartree.